# 1
# C4H14NO2

A cluster of 3 separate species, C4H14NO2 in total (wB97M-V/def2-TZVPD, OMol25).

Calculated values
* highest occupied orbital energy: -14.00 eV
* charge: +1
* gap between HOMO and LUMO: 0.4051 Ha
* LUMO energy: -2.97 eV

The geometry in XYZ format:
```
21
Properties=species:S:1:pos:R:3:forces:R:3:mulliken_charge:R:1
C -1.43334 -2.93307 -2.09560 -0.6891 1.0389 -0.2803 -1.2300
C -1.09861 -2.49798 -0.67770 0.6929 -0.6051 0.4495 -0.2941
C -1.14863 -1.01623 -0.48234 0.6694 -0.1253 -0.0470 -0.2994
C -0.78437 -0.37392 0.61003 0.0438 0.4460 -0.1718 -0.2880
N -0.85343 1.12115 0.68925 -0.9185 -1.4829 0.6010 -0.2297
H -0.95431 -2.18754 -2.74868 0.1813 -0.5682 -0.1087 0.3227
H -2.49239 -2.85249 -2.36271 0.0277 -0.2101 0.3106 0.3115
H -1.08132 -3.92948 -2.31702 0.0876 -0.1365 -0.0799 0.3566
H -0.09330 -2.89539 -0.50815 0.3227 0.5595 0.0679 0.2945
H -1.60728 -2.97420 0.15519 -0.7463 -0.2230 -0.2405 0.3660
H -1.39161 -0.44979 -1.37033 -0.3670 0.2753 -0.0843 0.2735
H -0.37178 -0.79695 1.51138 -0.1876 -0.1858 0.0862 0.3541
H -0.72845 1.54645 -0.22092 0.5952 0.3163 -0.0677 0.3599
H -1.80491 1.36807 0.96946 0.0957 0.1703 0.2148 0.3612
H -0.18474 1.43627 1.42858 0.1557 0.7716 -0.8878 0.3624
H 1.83597 2.87793 1.33682 0.1746 -0.1736 -0.3100 0.3491
H 1.25801 2.80160 2.75645 -0.0497 0.0434 0.0165 0.3069
O 1.04713 2.61448 1.83550 -0.0309 0.0113 0.3883 -0.6561
H 4.06790 3.37222 1.19445 -0.0350 0.1465 -0.0164 0.3328
H 4.25300 2.68561 -0.12576 -0.2224 -0.0816 -0.2016 0.3218
O 3.56647 3.08323 0.42209 0.1997 0.0126 0.3611 -0.6756
```
Forces are in eV/Å.



# 2
# C4H14NO2

A cluster of 2 separate species, C4H14NO2 in total (wB97M-V/def2-TZVPD, OMol25).

Calculated values
* highest occupied orbital energy: -14.77 eV
* charge: +1
* gap between HOMO and LUMO: 0.4377 Ha
* LUMO energy: -2.86 eV

The geometry in XYZ format:
```
21
Properties=species:S:1:pos:R:3:forces:R:3:mulliken_charge:R:1
O -1.69152 -0.52412 -1.43815 -0.0853 0.2044 0.1085 -0.5334
C -1.10558 -1.40531 -0.47508 -0.7393 -0.4898 -1.1865 -0.7471
C -0.56364 -0.59081 0.67711 0.2610 -0.6152 0.3164 0.6024
N 0.01072 0.66302 0.12581 0.8183 1.0759 -0.7038 -0.2746
C 0.88477 1.51861 0.98120 -0.3426 0.5890 0.0047 -0.9373
C 0.43353 -1.32131 1.55106 0.2969 0.1481 0.9972 -1.6034
H -2.64621 -0.64748 -1.51307 0.2411 -0.1036 0.0863 0.3272
H -1.84664 -2.14151 -0.15874 0.0704 0.1500 0.4760 0.4833
H -0.37194 -2.01215 -1.01885 0.4216 0.3476 0.3204 0.3077
H -1.39496 -0.29171 1.30525 -0.2155 0.2179 0.0584 0.1946
H -0.74030 1.25627 -0.22819 -0.3096 -0.1979 0.0723 0.3840
H 0.55606 0.57923 -0.76439 -0.3589 -0.5935 0.2716 0.5230
H 0.30084 2.02393 1.74475 -0.0676 -0.3635 0.2919 0.3511
H 1.70962 0.95161 1.39724 -0.0619 0.0198 -0.0309 0.3972
H 1.23887 2.32525 0.33701 0.2351 -0.2349 -0.0049 0.3244
H 0.10716 -2.32123 1.81762 -0.2359 -0.1857 -0.3352 0.3964
H 0.51160 -0.82386 2.52640 0.0416 0.0547 -0.2290 0.4502
H 1.45124 -1.39710 1.16989 -0.1066 -0.0189 -0.4001 0.3911
H 1.41460 2.07138 -2.58470 -0.0940 0.0790 0.0824 0.3042
H 0.96340 0.71503 -3.06755 -0.2467 -0.0641 -0.0325 0.3220
O 0.77838 1.37226 -2.38464 0.4779 -0.0196 -0.1632 -0.6631
```
Forces are in eV/Å.



# 3
# C4H14NO2

A cluster of 2 separate species, C4H14NO2 in total (wB97M-V/def2-TZVPD, OMol25).

Calculated values
* highest occupied orbital energy: -14.75 eV
* charge: +1
* gap between HOMO and LUMO: 0.4274 Ha
* LUMO energy: -3.12 eV

The geometry in XYZ format:
```
21
Properties=species:S:1:pos:R:3:forces:R:3:mulliken_charge:R:1
C -1.92444 -0.88944 -0.22564 0.0350 -0.9882 -1.4220 -1.0498
O -2.86200 -0.44408 0.72414 0.2760 0.1515 -0.0878 -0.5197
C -0.51251 -0.35803 0.02425 0.0070 -2.3384 0.0940 0.5571
C 0.37877 -0.61208 -1.21748 -0.1606 2.3816 0.1844 -0.8466
C 1.86230 -0.76073 -0.95942 1.2036 0.5721 -1.1254 -1.1285
N -0.63527 1.06123 0.37070 -0.2766 1.6543 1.3233 -0.2649
H -1.89991 -1.98636 -0.39707 0.1999 0.2594 1.0151 0.3883
H -2.22962 -0.63051 -1.24808 0.0267 0.8071 0.0309 0.4652
H -3.69758 -0.31400 0.26032 -0.0507 -0.0730 0.3071 0.3486
H -0.01664 -0.90516 0.87542 -0.7039 0.8630 -0.4785 0.2734
H -0.03853 -1.38095 -1.83854 -0.1971 -0.6941 0.0536 0.4778
H 0.35411 0.30105 -1.86308 -0.5610 -0.5630 0.2509 0.3043
H 2.25929 -1.16440 -1.91399 0.0984 -0.5997 0.9101 0.3340
H 2.38432 0.22253 -1.02585 -0.5135 -0.3669 0.7445 0.3011
H 2.18400 -1.28493 -0.04540 -0.1977 -0.0818 -0.6272 0.3309
H -1.30888 1.58018 -0.20594 0.7585 -0.1626 -0.8285 0.3756
H 0.29722 1.49782 0.45814 -0.3227 0.1566 -0.1520 0.2711
H -1.11040 1.26176 1.27249 0.5473 -0.9390 0.0151 0.3712
H 2.76888 1.66230 1.82872 -0.0435 0.0756 -0.2466 0.3159
H 1.90781 1.50444 3.04133 -0.3111 0.0587 -0.1335 0.3068
O 1.83909 1.63936 2.08498 0.1860 -0.1735 0.1725 -0.6119
```
Forces are in eV/Å.



# 4
# C4H14NO2

A structure of composition C4H14NO2 (wB97M-V/def2-TZVPD, OMol25).

Calculated values
* highest occupied orbital energy: -13.68 eV
* charge: +1
* gap between HOMO and LUMO: 0.1423 Ha
* LUMO energy: -9.81 eV

The geometry in XYZ format:
```
21
Properties=species:S:1:pos:R:3:forces:R:3:mulliken_charge:R:1
C -1.31495 -0.18666 -1.84042 -1.1517 0.1930 -0.1149 -0.4886
O 1.56061 -0.52542 1.49049 -0.4544 -0.0340 -0.2534 -0.5647
C -2.06116 -0.19111 -0.68776 1.5320 -0.3783 0.7002 -0.0555
C -1.40165 -0.71824 0.55048 -1.3970 0.6329 -0.8647 0.4438
C -1.62187 0.08767 1.79581 -0.5038 -0.2392 1.0092 -1.1200
N 2.63093 1.76727 -0.68267 -0.1482 -0.2560 -0.4372 -0.6445
H -1.88055 -0.24393 -2.77036 0.5834 -0.2575 -0.2671 0.3121
H -0.21809 -0.12876 -1.79270 0.1808 0.2343 -0.0707 0.2963
H 2.32997 -0.15913 1.94137 0.1825 0.1562 -0.5165 0.2949
H -3.09402 0.15307 -0.68611 0.0631 0.2229 0.0756 0.4102
H -1.80943 -1.74099 0.61543 0.4734 -0.2456 0.3556 0.3557
H -0.35108 -0.74857 0.27424 -0.0350 -0.6919 0.0873 -0.1258
H -2.65798 0.26593 2.10395 -0.0522 0.1965 -0.4650 0.4074
H -1.26947 -0.50463 2.65253 0.4530 0.1569 -0.2753 0.2999
H -1.08186 1.02965 1.71765 -0.0526 0.0039 0.1291 0.3560
H 1.85148 1.12206 -0.72580 0.0749 0.0849 0.1174 0.3381
H 3.49152 1.23841 -0.76048 0.1037 0.0601 0.1624 0.2567
H 2.57284 2.39359 -1.47846 0.0739 0.1730 0.1481 0.2718
H 1.67569 -1.49934 -1.29335 0.1002 -0.1018 0.1447 0.2079
H 1.47823 -0.57326 0.36921 0.6627 -0.3241 1.6228 0.3030
O 1.17085 -0.83760 -0.79305 -0.6889 0.4136 -1.2875 -0.5547
```
Forces are in eV/Å.



# 5
# C4H14NO2

A cluster of 2 separate species, C4H14NO2 in total (wB97M-V/def2-TZVPD, OMol25).

Calculated values
* highest occupied orbital energy (alpha / beta): -19.12 / -18.85 eV
* charge: +2
* spin multiplicity: 2
* ⟨S²⟩: 0.756
* gap between HOMO and LUMO (alpha / beta): 0.4339 / 0.1528 Ha
* LUMO energy (alpha / beta): -7.31 / -14.70 eV

The geometry in XYZ format:
```
21
Properties=species:S:1:pos:R:3:forces:R:3:mulliken_charge:R:1
C 1.60480 0.21017 -0.02701 3.2867 -0.5507 0.3811 -1.1766
C 0.30837 0.23212 -0.72015 -0.2890 3.2077 -0.4274 0.1049
C -0.02326 -1.17295 -1.43137 -0.8001 0.4696 3.9301 -0.1699
C -1.64642 -1.25165 -1.52244 -2.3429 -0.0195 0.6659 -0.5142
O -2.16440 -1.12539 -0.17250 0.5785 -1.5873 -2.3994 -0.4248
N -0.73480 0.80184 0.37777 -2.0917 -3.1449 -2.6012 -0.3604
H 1.98562 0.96923 0.86702 -1.1692 -0.2817 -1.3459 0.3652
H 1.54881 -0.56728 0.71662 0.2709 -1.0570 0.7091 0.4282
H 2.61554 0.08968 -0.60781 -2.1906 0.2060 0.5366 0.3905
H 0.28236 1.02784 -1.47934 -0.1219 -0.2584 0.0057 0.3809
H 0.03285 -1.83860 -0.51416 1.2717 -0.4483 -1.9224 0.2618
H 0.46262 -1.31701 -2.40519 0.0158 -0.3454 0.5416 0.4274
H -2.09044 -2.14578 -2.11573 1.3703 0.8215 1.2396 0.4170
H -1.97773 -0.36060 -2.02296 -0.0661 0.6435 -0.3491 0.3293
H -2.29153 -2.01348 0.21570 -0.2746 0.0333 -0.0272 0.3979
H -0.53277 1.70221 0.76503 0.4555 0.8508 -0.0971 0.2950
H -0.84499 0.09955 1.13122 0.2240 0.6113 -0.1119 0.3986
H -1.70687 0.75863 -0.11740 1.9633 0.8878 1.5111 0.4221
H 2.27176 1.88154 3.57256 0.7299 0.1007 0.7524 0.3245
H 1.04913 2.30836 2.75177 1.5022 -0.7497 0.1830 0.3085
O 1.85135 1.71157 2.73838 -2.3227 0.6106 -1.1747 -0.6059
```
Forces are in eV/Å.



# 6
# C4H14NO2S2

A cluster of 2 separate species, C4H14NO2S2 in total (wB97M-V/def2-TZVPD, OMol25).

Calculated values
* highest occupied orbital energy: -12.44 eV
* charge: +1
* gap between HOMO and LUMO: 0.3360 Ha
* LUMO energy: -3.29 eV

The geometry in XYZ format:
```
23
Properties=species:S:1:pos:R:3:forces:R:3:mulliken_charge:R:1
N 0.61189 2.22389 0.44979 2.1099 0.5530 -3.1879 -0.3436
C -0.40124 1.51465 -0.45406 0.7918 -1.7235 -0.7474 0.3187
C 0.36272 0.64245 -1.52762 2.3474 0.6190 0.9518 -0.5011
O 0.86945 1.57102 -2.47993 -1.3202 -1.2957 -3.7497 -0.5496
C -1.33661 0.60708 0.34598 -2.0468 -1.6436 -0.6148 -0.9902
S -1.43190 0.29187 2.13224 -0.0793 1.1436 0.2842 -0.0211
S -0.09710 -1.13636 2.65555 0.4999 0.1669 -0.2880 -0.0160
C -0.88687 -2.65256 2.07437 -3.1774 1.0421 -0.6637 -0.6914
H 0.15124 2.49503 1.26516 -0.9923 0.8077 2.0171 0.3059
H 0.97701 3.10393 -0.08759 -0.6105 -1.9731 1.3013 0.4211
H 1.43864 1.63049 0.73911 -1.1203 0.5433 -0.6005 0.3670
H -0.97693 2.30872 -0.98635 0.5927 -0.5079 0.5701 0.3839
H 1.40161 0.22437 -1.10595 -2.9721 0.3518 -0.1434 0.1612
H -0.24517 -0.20487 -1.97493 0.6141 1.2165 0.7779 0.4351
H 0.65532 1.18903 -3.43836 0.8470 1.4728 3.0470 0.3703
H -1.52717 -0.43691 -0.05937 1.1785 1.1884 -0.1527 0.2044
H -2.32905 0.99646 0.08668 -0.1123 0.1283 0.6602 0.3317
H -0.19371 -3.43455 2.39060 -0.1734 -0.2195 -0.8226 0.3301
H -1.19760 -2.46025 0.92323 1.1329 -1.2449 2.6341 0.1713
H -1.89866 -2.78504 2.66921 2.0489 0.1437 -1.2280 0.3106
H 2.82129 -1.72323 -1.24471 -3.1995 0.1341 -1.3554 0.3443
H 1.42753 -2.27908 -0.82213 0.4795 1.0664 -1.5589 0.3316
O 1.80528 -1.68616 -1.55088 3.1613 -1.9696 2.8693 -0.6742
```
Forces are in eV/Å.



Question: Among the records above, which one has the highest charge?
Answer: number 5



Question: Among the records above, which one has the highest charge?
Answer: number 5



Question: Which value of charge does entry 5 give?
Answer: +2